Record 1
C8H22ClFO8P2S2 | wB97M-V/def2-TZVPD

Calculated values
SMILES ... O=C(F)C[PH3]P(O)Cl.CCOS(C)(=O)=O.CCOS(C)(=O)=O
Frontier orbital gap ... 0.294 Eh
HOMO ... -7.560 eV

The geometry in XYZ format:
```
44
Properties=species:S:1:pos:R:3:forces:R:3
O 1.5514 3.8016 3.1741 -0.2 0.3 -0.9
C 1.3843 3.7528 1.9877 0.3 -0.6 1.7
F 1.3772 4.8813 1.2605 0.0 0.5 -0.3
C 1.0805 2.5591 1.1929 0.2 0.7 -0.3
P -0.8336 2.4042 1.1099 0.4 0.1 0.2
P -3.1110 2.0976 0.9705 -0.5 -0.6 -0.6
O -3.5362 2.2337 2.5553 0.3 0.2 0.0
Cl -3.5997 3.9447 0.1137 0.1 0.1 0.3
H 1.5099 2.6978 0.2106 -0.1 -0.1 -0.5
H 1.5480 1.7080 1.6537 -0.1 -0.5 0.3
H -0.7157 1.2608 0.2831 0.1 -0.1 -0.1
H -0.8882 2.2239 2.5272 -0.1 0.0 -0.1
H -0.9339 3.7147 0.5446 0.0 -0.1 0.0
H -4.1335 2.9636 2.7135 -0.3 0.3 0.2
C 5.7233 -1.2878 -2.0811 -0.2 0.0 -0.1
C 5.7037 0.2236 -1.9702 0.3 -0.3 0.3
O 4.7565 0.8319 -2.8771 -0.1 0.1 -0.1
S 3.2235 0.8007 -2.4700 0.3 0.2 -0.3
C 2.6592 2.0008 -3.6250 0.0 0.0 0.0
O 3.0951 1.3104 -1.1381 -0.1 -0.1 0.2
O 2.6693 -0.4727 -2.8009 -0.2 -0.1 0.1
H 4.7928 -1.7244 -1.7218 0.0 0.0 0.0
H 6.5428 -1.6918 -1.4875 0.0 0.0 0.0
H 5.8531 -1.5935 -3.1184 0.1 0.0 0.0
H 5.4924 0.5485 -0.9509 -0.1 0.1 0.0
H 6.6686 0.6376 -2.2530 -0.1 0.1 -0.1
H 3.1198 2.9559 -3.3915 0.0 0.0 0.0
H 1.5788 2.0618 -3.5194 0.0 0.0 0.0
H 2.9221 1.6710 -4.6256 0.0 0.0 0.0
C -1.7773 -4.2769 1.2047 -0.1 0.1 0.2
C -2.7539 -3.7209 0.1873 0.5 -0.1 -0.1
O -4.0666 -3.4995 0.7454 -0.1 0.0 0.0
S -4.2748 -2.1972 1.6347 -0.2 -0.3 -0.2
C -6.0329 -2.2112 1.6426 0.0 0.0 0.0
O -3.8037 -1.0623 0.9012 0.2 0.0 0.1
O -3.7938 -2.4471 2.9557 0.1 0.1 0.1
H -1.5472 -3.5435 1.9759 0.0 0.0 0.0
H -0.8474 -4.5581 0.7107 0.0 0.0 -0.1
H -2.1960 -5.1536 1.6971 0.0 -0.1 0.0
H -2.3858 -2.7952 -0.2570 -0.1 0.1 0.1
H -2.9074 -4.4335 -0.6199 -0.2 0.0 0.0
H -6.3887 -2.0662 0.6272 0.0 0.0 0.0
H -6.3527 -1.3910 2.2802 0.0 0.0 0.0
H -6.3722 -3.1599 2.0477 0.0 0.0 0.0
```
Positions in Å, forces in eV/Å.

***

Record 2
C28H46As2BrGeNO5Pt | wB97M-V/def2-TZVPD

Calculated values
Charge ... +3
2S+1 ... 2
Frontier orbital gap (spin up / spin down) ... 0.171 / 0.170 Eh
Energy relative to the best compared isomer or geometry (same formula, charge and spin) ... 8.2 kcal/mol
HOMO (spin up / spin down) ... -15.847 / -15.847 eV

The geometry in XYZ format:
```
85
Properties=species:S:1:pos:R:3:forces:R:3
Pt -0.5031 -0.0140 -0.2975 0.9 -0.9 -0.7
C 2.7027 3.0063 1.2358 0.0 0.0 -0.1
C 3.6143 1.8604 0.8236 0.1 0.2 0.0
C 4.3957 2.2406 -0.4296 0.0 -0.2 0.0
C 4.5628 1.4449 1.9344 0.0 0.0 0.1
O 2.7495 0.6902 0.5312 0.1 0.0 -0.1
Ge 2.3803 0.2853 -1.1354 -0.3 -0.1 0.0
O 1.2257 -1.1920 -0.9060 0.0 0.3 0.2
C 1.7987 -2.5312 -1.3344 0.0 -0.1 -0.2
C 2.6215 -2.2633 -2.5897 0.0 0.1 0.0
C 0.6674 -3.4733 -1.6835 0.0 0.1 0.0
C 2.6711 -3.0445 -0.2081 -0.1 0.1 0.1
O 0.8437 1.2533 -1.4498 -0.2 0.3 0.5
C 0.3736 1.8101 -2.7518 0.0 -0.1 -0.3
C -0.1904 3.1928 -2.4971 0.0 0.0 0.1
C 1.5737 1.8660 -3.6818 0.0 0.0 0.1
C -0.6820 0.8394 -3.2609 0.0 0.0 0.1
H 3.3027 3.8493 1.5761 0.0 0.0 0.0
H 2.0450 2.7188 2.0547 0.1 0.1 0.0
H 2.0807 3.3383 0.4021 0.0 0.0 0.0
H 5.0153 3.1184 -0.2511 0.0 0.0 0.0
H 3.7197 2.5096 -1.2541 0.0 0.0 0.0
H 5.0554 1.4276 -0.7458 0.0 0.0 0.0
H 5.3666 2.1753 2.0195 0.0 0.0 0.0
H 5.0126 0.4756 1.7185 0.0 0.0 0.0
H 4.0665 1.3963 2.9064 0.0 0.0 -0.1
H 2.0325 -1.7464 -3.3502 0.0 -0.1 0.0
H 2.9560 -3.2116 -3.0107 0.0 0.0 0.0
H 3.5318 -1.6855 -2.3851 0.0 0.0 0.0
H 0.1214 -3.1249 -2.5609 0.1 0.0 0.0
H -0.0144 -3.6181 -0.8505 0.1 0.0 0.0
H 1.0916 -4.4466 -1.9281 0.0 0.0 0.0
H 3.4452 -2.3216 0.0625 0.0 0.0 0.0
H 3.1728 -3.9580 -0.5259 0.0 0.0 0.0
H 2.0811 -3.2691 0.6808 0.0 0.0 0.0
H 0.5813 3.8681 -2.1275 0.0 0.0 0.0
H -1.0045 3.1630 -1.7745 0.0 0.0 0.0
H -0.5743 3.5979 -3.4325 0.0 0.0 0.0
H 2.3414 2.5389 -3.2971 0.0 0.0 0.0
H 1.2675 2.2451 -4.6562 0.0 0.0 0.0
H 2.0097 0.8745 -3.8454 0.0 0.0 0.0
H -1.5116 0.7561 -2.5396 0.0 0.0 0.0
H -0.2580 -0.1521 -3.4412 0.0 0.0 0.0
H -1.1242 1.1930 -4.1916 0.0 0.0 0.0
C -1.6743 0.1979 2.9596 0.1 0.1 0.0
As -0.1546 -0.5324 2.0236 -0.4 0.0 0.4
C 1.3586 0.0409 3.0493 0.1 0.1 -0.3
C -0.2734 -2.4342 2.0728 0.2 0.0 0.0
C 0.4246 -3.1994 3.0047 0.0 0.1 0.0
C 0.1796 -4.5644 3.0572 0.0 0.0 0.0
C -0.7433 -5.1485 2.1970 0.0 0.0 0.0
C -1.4304 -4.3808 1.2643 0.0 0.1 0.0
C -1.1725 -3.0172 1.1952 0.1 -0.1 -0.1
As -2.1662 -1.8113 0.0644 -0.4 0.2 0.0
C -2.5429 -2.4781 -1.6964 0.0 0.1 0.0
C -3.8574 -1.9516 0.9886 0.0 0.3 0.0
H -1.4939 1.2494 3.1819 0.0 0.0 0.0
H -1.7579 -0.3676 3.8893 0.0 0.0 0.0
H -2.5828 0.1081 2.3709 0.0 0.0 0.1
H 1.0812 -0.2687 4.0612 0.1 0.0 0.0
H 1.4427 1.1228 2.9991 0.0 -0.1 0.1
H 2.2775 -0.4231 2.7065 0.0 -0.1 0.0
H 1.1416 -2.7574 3.6852 0.0 0.0 0.0
H 0.7087 -5.1748 3.7765 0.0 0.0 0.0
H -0.9291 -6.2129 2.2507 0.0 0.0 0.0
H -2.1438 -4.8599 0.6039 0.0 0.0 0.0
H -2.6646 -3.5570 -1.5831 0.0 0.0 -0.1
H -1.7606 -2.2590 -2.4167 0.0 0.0 0.1
H -3.4826 -2.0208 -2.0047 0.0 0.0 0.0
H -4.0901 -3.0167 0.9169 0.0 0.0 0.1
H -4.6191 -1.3514 0.5027 0.0 0.0 0.0
H -3.7573 -1.6718 2.0337 0.0 -0.1 0.0
Br -3.2006 6.5595 1.3129 -0.1 -0.2 0.0
C -3.9336 4.8901 0.8397 0.2 0.2 0.0
C -5.3128 4.7361 0.7129 -0.3 0.1 0.0
N -5.8944 3.5814 0.4059 0.1 0.0 0.0
C -5.1178 2.5355 0.1789 -0.1 -0.1 -0.1
C -3.7277 2.5966 0.2479 0.0 0.1 0.0
C -3.1202 3.8061 0.6061 0.1 -0.1 0.1
C -2.9569 1.4035 -0.0824 0.8 -0.2 -0.3
O -3.4038 0.3471 -0.5144 -0.4 -0.2 0.0
O -1.6317 1.5192 0.0702 -0.3 0.3 0.6
H -5.9704 5.5834 0.8675 0.0 0.0 0.0
H -5.6154 1.6037 -0.0640 0.0 0.0 -0.1
H -2.0478 3.8948 0.7129 0.0 0.0 -0.1
```
Positions in Å, forces in eV/Å.

***

Record 3
C11H14N2O | wB97M-V/def2-TZVPD

Calculated values
Charge ... +1
2S+1 ... 2
Frontier orbital gap (spin up / spin down) ... 0.298 / 0.185 Eh
Energy relative to the best compared isomer or geometry (same formula, charge and spin) ... 11.9 kcal/mol
HOMO (spin up / spin down) ... -12.064 / -12.064 eV

The geometry in XYZ format:
```
28
Properties=species:S:1:pos:R:3:forces:R:3
C -4.5125 0.6483 -1.2084 0.7 -0.7 0.2
C -3.8612 0.6410 -2.5717 -0.2 -1.1 -0.2
O -4.4972 0.3668 -3.5675 0.1 0.3 0.2
N -2.5000 0.8107 -2.6663 -0.2 -0.1 -0.3
H -5.1787 -0.2114 -1.1255 -0.5 0.4 -0.5
H -5.0238 1.5940 -1.0910 -0.2 0.0 0.5
H -2.1318 0.4523 -3.5349 0.2 0.4 0.0
H -1.8777 0.9938 -1.9053 -0.1 0.0 0.1
H -3.8041 0.3926 -0.4088 0.1 0.8 0.0
C 4.2329 0.2737 1.8847 0.0 0.0 -0.8
C 0.6680 0.1443 0.8608 0.2 -0.1 -0.8
C 1.9096 -0.5028 0.9839 0.6 0.6 1.3
C 2.8170 0.4585 1.5015 0.6 0.1 -0.5
C 2.1316 1.7098 1.4715 0.5 -0.6 0.3
C -0.2318 -1.8407 0.0494 -0.6 0.0 -0.5
C -0.4011 -0.4671 0.2834 0.6 -0.1 0.4
C 0.9582 -2.5230 0.2272 0.7 0.0 0.6
C 2.0848 -1.8544 0.7025 -1.3 0.3 -0.3
N 0.8612 1.4905 1.2127 -0.2 0.9 -0.7
H -1.0917 -2.3735 -0.3109 -0.2 -0.3 -0.2
H -1.2674 0.1002 0.0147 -0.6 -0.2 0.1
H 1.0286 -3.5839 0.0622 -0.2 -0.1 -0.2
H 3.0323 -2.3117 0.8484 0.6 -0.5 0.0
H 0.2597 2.2653 0.9719 -0.4 -0.2 0.1
H 2.5600 2.6974 1.5286 -0.1 0.1 0.4
H 4.3420 -0.6221 2.4883 0.1 0.1 0.4
H 4.6665 1.1701 2.3154 -0.1 -0.1 0.4
H 4.8267 0.0812 0.9833 -0.1 -0.1 -0.1
```
Positions in Å, forces in eV/Å.

***

Record 4
C22H23F4N4NiSSe4 | wB97M-V/def2-TZVPD

Calculated values
Charge ... -1
Frontier orbital gap (spin up / spin down) ... 0.212 / 0.216 Eh
HOMO (spin up / spin down) ... -4.088 / -4.192 eV

The geometry in XYZ format:
```
59
Properties=species:S:1:pos:R:3:forces:R:3
Ni 0.0475 -1.6956 1.4251 0.3 -0.1 0.1
C 3.0894 1.1840 -0.6247 0.0 0.0 0.0
C 1.8591 0.4486 -0.0966 0.0 -0.1 0.0
N 2.0896 -0.5170 0.9861 -0.1 0.2 -0.1
C 2.7158 0.1092 2.1553 0.1 0.0 -0.1
C 1.8012 1.0957 2.8509 0.0 0.0 0.1
C 2.8457 -1.6898 0.5508 0.0 0.1 0.0
C 2.1476 -2.4540 -0.5668 0.1 0.0 0.0
N 0.7270 -2.6258 -0.2985 0.0 0.0 -0.1
C 0.0325 -3.4318 -1.1136 -0.1 0.0 0.0
C -1.3429 -3.7251 -0.8570 0.2 -0.1 -0.2
F -1.9245 -3.2078 0.2397 -0.1 0.2 0.3
C -2.1198 -4.5362 -1.6462 0.0 0.0 0.0
F -3.3999 -4.7400 -1.2761 -0.1 0.0 0.0
C -1.6454 -5.1490 -2.7909 0.2 0.1 0.0
C -0.3222 -4.8790 -3.0836 -0.1 0.0 0.0
F 0.2253 -5.4190 -4.1920 0.0 0.0 -0.1
C 0.4799 -4.0704 -2.3082 0.0 0.1 0.0
F 1.7428 -3.8789 -2.7694 0.1 0.0 -0.1
H 2.8221 1.7291 -1.5316 0.0 0.0 0.0
H 3.8973 0.4978 -0.8804 0.0 0.0 0.0
H 3.4776 1.9077 0.0922 0.0 0.0 0.0
H 1.3825 -0.0844 -0.9182 0.0 0.0 0.0
H 1.1284 1.1782 0.2552 0.0 0.0 0.0
H 3.6554 0.6077 1.8665 0.0 -0.1 0.0
H 2.9779 -0.6896 2.8494 -0.1 0.0 0.0
H 1.6422 2.0061 2.2687 0.0 0.0 0.0
H 2.2418 1.3829 3.8072 0.0 0.0 0.0
H 0.8366 0.6398 3.0872 0.1 0.0 0.0
H 2.9750 -2.3186 1.4335 0.0 0.0 0.0
H 3.8565 -1.4239 0.2007 0.0 0.0 0.0
H 2.6724 -3.4101 -0.6634 0.0 0.0 0.0
H 2.3212 -1.9294 -1.5173 0.0 0.0 0.0
H -2.2570 -5.7908 -3.4025 0.0 0.0 0.0
Se 0.7071 -3.3701 2.9117 0.2 -0.3 0.1
Se 2.1700 -2.6677 4.4826 0.0 0.0 0.0
Se -1.0039 -0.6194 4.9145 0.0 -0.1 -0.1
Se -1.3360 -2.1426 3.2688 -0.3 0.2 0.2
S -3.8146 2.7968 -1.2651 0.0 0.0 0.0
C -2.7160 1.6050 -0.5190 0.0 0.0 -0.1
C -2.4771 1.5972 0.8450 0.0 0.0 0.1
C -1.6262 0.6430 1.3724 0.1 0.0 0.0
N -1.0327 -0.2838 0.6113 -0.4 0.1 -0.2
C -1.2799 -0.2870 -0.7017 0.0 0.0 0.1
C -2.1078 0.6406 -1.3068 0.0 0.0 0.0
C -2.8385 4.2692 -1.0205 0.0 0.1 0.0
C -1.9451 4.6922 -1.9946 0.0 0.0 0.0
C -1.2204 5.8531 -1.7711 0.0 0.0 -0.1
N -1.3302 6.5936 -0.6728 0.0 0.0 0.0
C -2.1896 6.1799 0.2525 0.0 0.0 0.1
C -2.9665 5.0379 0.1281 0.0 0.0 0.0
H -2.9490 2.3125 1.5030 0.0 0.0 0.0
H -1.4141 0.6050 2.4373 0.0 0.0 0.0
H -0.7777 -1.0619 -1.2629 0.0 0.0 -0.1
H -2.2734 0.6090 -2.3741 0.0 0.0 0.0
H -1.8135 4.1252 -2.9057 0.0 0.0 0.0
H -0.5152 6.2019 -2.5172 0.0 0.0 0.0
H -2.2683 6.7924 1.1438 0.0 0.0 0.0
H -3.6599 4.7576 0.9088 0.0 0.0 0.0
```
Positions in Å, forces in eV/Å.

***

Per-record total energy, hartree: -2959.02044 -10766.30173 -612.04430 -12982.92887